No. 1
{"formula": "C46H48I2N2O7", "method": "ωB97M-V/def2-TZVPD", "symbols": ["C", "C", "C", "C", "C", "C", "C", "C", "C", "C", "C", "N", "N", "C", "O", "C", "C", "I", "C", "C", "I", "C", "C", "O", "O", "H", "H", "H", "H", "H", "H", "H", "H", "H", "H", "H", "H", "H", "H", "H", "H", "H", "H", "H", "H", "H", "H", "H", "H", "H", "H", "H", "H", "H", "H", "H", "H", "C", "C", "C", "C", "C", "C", "C", "O", "C", "C", "C", "C", "C", "C", "C", "O", "H", "H", "H", "H", "H", "H", "H", "H", "C", "C", "C", "C", "C", "C", "C", "O", "C", "C", "C", "C", "C", "C", "C", "O", "H", "H", "H", "H", "H", "H", "H", "H"], "xyz": [[-5.112300, 4.172997, 6.444169], [-6.073443, 4.764351, 5.213176], [-6.703764, 3.591174, 4.255940], [-6.224977, 3.713055, 2.657786], [-5.027276, 2.597769, 2.475007], [-4.323883, 2.581249, 0.994632], [-2.655247, 2.677152, 1.051221], [-2.067269, 1.601832, 2.139339], [-2.730807, 0.103666, 2.067392], [-2.387802, -0.745419, 0.707560], [-0.794391, -0.825749, 0.329527], [-0.719765, -1.405917, -1.092215], [-2.000136, 2.332677, -0.301452], [-1.103164, 3.354380, -1.004210], [-0.450639, 3.294798, -2.169028], [-1.070834, 4.612352, 0.045206], [0.347506, 5.285380, 0.508352], [0.541715, 7.491413, 0.255501], [1.518509, 4.589713, 1.105172], [1.475695, 2.962230, 1.295891], [3.392217, 5.609454, 1.744381], [-2.228557, 4.273074, 1.169171], [-2.174883, 4.988209, 2.642892], [-2.320105, 6.445425, 2.444305], [-3.569256, 6.800772, 2.329960], [-4.920573, 5.037975, 7.243310], [-4.031449, 3.868219, 6.051282], [-5.627599, 3.299522, 7.040349], [-5.405608, 5.519409, 4.618824], [-6.960307, 5.350209, 5.752548], [-6.276545, 2.553628, 4.662284], [-7.875585, 3.528691, 4.279355], [-7.173462, 3.417483, 2.025258], [-5.925794, 4.804566, 2.359442], [-5.550802, 1.535046, 2.621417], [-4.288421, 2.749063, 3.375312], [-4.800015, 3.405901, 0.298637], [-4.560319, 1.543183, 0.454433], [-2.248131, 1.988613, 3.254307], [-0.887492, 1.442982, 2.070717], [-2.252387, -0.512684, 2.970843], [-3.889111, 0.062334, 2.228730], [-2.768635, -1.870205, 0.827541], [-2.927841, -0.214381, -0.195367], [-0.248831, -1.586443, 1.042267], [-0.243057, 0.220370, 0.380127], [-1.236079, -0.733350, -1.708388], [0.281205, -1.510573, -1.376142], [-2.857946, 2.405893, -0.927266], [-1.540035, 5.484947, -0.620160], [2.612557, 2.611818, 1.395263], [1.086211, 2.402389, 0.318654], [0.947784, 2.590654, 2.276504], [-3.177726, 4.811063, 0.683403], [-1.197716, 4.798887, 3.257221], [-3.139602, 4.616725, 3.229942], [-3.698909, 7.014075, 1.338873], [8.940392, -2.541772, -1.826720], [9.746508, -1.544286, -1.278810], [9.190228, -0.315354, -0.920278], [7.825010, -0.078404, -1.121543], [7.024052, -1.066903, -1.692039], [7.580699, -2.305983, -2.034872], [5.593226, -0.810311, -1.954662], [4.888156, -1.679364, -2.452505], [5.026893, 0.510793, -1.616976], [3.685921, 0.787454, -1.913790], [3.138757, 2.029726, -1.585629], [3.924133, 2.993255, -0.953433], [5.261792, 2.722379, -0.661642], [5.816607, 1.481863, -1.003154], [7.241783, 1.218034, -0.722752], [7.933954, 2.065999, -0.171350], [9.372034, -3.502817, -2.097648], [10.808764, -1.723614, -1.128351], [9.824640, 0.456825, -0.488238], [6.958747, -3.087340, -2.468110], [3.065015, 0.039528, -2.404389], [2.098722, 2.244325, -1.821738], [3.496216, 3.958402, -0.691146], [5.870133, 3.481274, -0.172374], [2.752987, -4.605504, -3.178197], [2.042070, -4.185490, -2.054279], [0.905397, -4.884836, -1.645427], [0.470795, -6.001263, -2.370122], [1.167482, -6.406385, -3.507942], [2.318211, -5.713779, -3.906472], [0.689859, -7.552391, -4.308331], [1.303286, -7.911100, -5.305958], [-0.541682, -8.253789, -3.894291], [-1.037829, -9.305136, -4.676180], [-2.194591, -9.982577, -4.284651], [-2.852170, -9.619437, -3.109664], [-2.363302, -8.568834, -2.331791], [-1.211041, -7.878417, -2.730479], [-0.722240, -6.745530, -1.919926], [-1.302210, -6.422729, -0.889573], [3.644110, -4.066033, -3.491555], [2.373724, -3.314087, -1.494060], [0.358397, -4.554261, -0.764004], [2.875039, -6.032507, -4.785900], [-0.528618, -9.597016, -5.593304], [-2.581047, -10.795203, -4.896012], [-3.749175, -10.151690, -2.800624], [-2.884760, -8.287762, -1.418302]], "atomic_forces_ev_per_a": [[0.141, 0.777, 0.227], [-0.091, -0.099, 1.200], [0.735, -0.301, -0.366], [-0.591, -0.893, 0.727], [-0.978, -0.166, -0.110], [0.520, -0.980, -0.480], [0.893, 1.020, 0.274], [0.134, -0.182, 1.138], [0.698, -1.062, 0.229], [0.357, 0.186, -0.017], [-0.123, -0.278, -0.105], [0.122, 1.109, 1.141], [-1.656, 1.582, -2.954], [2.613, 0.313, -1.517], [-4.487, -0.192, 7.244], [-0.102, 1.628, -0.832], [3.303, -2.100, 1.782], [-0.460, -1.898, 0.097], [-4.160, 0.370, -1.721], [1.685, -0.127, -0.242], [-1.819, -0.944, -0.482], [-1.237, 0.861, -0.143], [-0.812, -0.961, -0.581], [5.513, -2.541, 1.101], [-4.988, 1.439, -2.579], [-0.447, -1.796, -1.804], [-2.434, 0.380, 0.764], [1.075, 1.590, -1.403], [-1.464, -1.371, 0.944], [1.971, -1.126, -1.337], [-1.089, 2.143, -0.902], [2.336, 0.323, 0.196], [2.054, 0.527, 0.963], [-0.335, -2.073, 0.688], [1.207, 2.360, -0.139], [-1.245, -0.346, -1.963], [1.194, -1.420, 1.427], [0.435, 2.163, 1.240], [0.292, -0.654, -2.455], [-2.657, 0.633, -0.193], [-1.034, 1.402, -1.827], [2.213, 0.382, -0.271], [0.694, 2.590, -0.364], [0.985, -1.244, 1.683], [-1.068, 1.560, -1.269], [-1.281, -1.998, 0.114], [1.085, -0.849, 0.542], [-1.348, 0.432, 0.119], [1.423, -1.081, 0.273], [1.084, -1.889, 1.369], [-2.530, 0.735, -0.178], [0.499, 1.400, 2.231], [0.785, 1.014, -1.995], [1.904, -1.189, 1.102], [-1.835, 0.529, -1.306], [2.141, 0.764, -1.067], [0.203, -0.446, 2.041], [-0.327, 0.154, -0.019], [-0.262, 0.277, 0.062], [0.151, -0.284, -0.077], [0.506, -0.401, -0.073], [0.488, -0.403, -0.037], [0.311, -0.033, 0.047], [-0.756, -0.906, -0.527], [0.304, 0.363, 0.251], [-0.490, 0.377, -0.017], [-0.155, 0.309, 0.110], [0.240, -0.359, -0.093], [0.387, -0.197, -0.079], [-0.318, 0.068, -0.084], [-0.477, 0.393, 0.039], [0.841, 1.092, 0.680], [-0.430, -0.548, -0.350], [-0.101, 0.177, 0.045], [-0.202, 0.048, -0.014], [-0.314, -0.090, -0.081], [0.020, 0.306, 0.104], [0.285, 0.077, 0.115], [0.145, -0.019, -0.024], [0.117, -0.210, -0.126], [-0.015, -0.284, -0.125], [-0.126, -0.257, -0.158], [-0.318, -0.280, 0.020], [0.262, 0.179, -0.038], [0.384, 0.454, 0.057], [0.410, 0.438, 0.068], [0.055, 0.243, 0.182], [0.782, -0.346, -1.151], [-0.369, 0.174, 0.557], [-0.497, -0.479, -0.109], [-0.295, -0.182, 0.089], [0.326, 0.254, -0.014], [0.214, 0.291, 0.128], [-0.112, -0.239, -0.196], [-0.452, -0.494, -0.104], [-0.663, 0.496, 1.291], [0.338, -0.245, -0.637], [-0.170, -0.059, 0.084], [-0.006, -0.154, -0.103], [0.000, -0.202, -0.260], [-0.267, -0.043, 0.186], [0.009, 0.199, 0.275], [0.095, 0.156, 0.104], [0.169, 0.113, -0.043], [0.256, 0.074, -0.209]], "spin_multiplicity": 1, "de_lowest_kj_mol": 978.9, "e_tot_ev": -81983.199, "orbital_gap_ev": 7.9}


No. 2
{"formula": "C46H48N3OP2S6SeW", "method": "ωB97M-V/def2-TZVPD", "symbols": ["W", "O", "S", "C", "C", "C", "C", "C", "C", "P", "C", "C", "C", "C", "C", "C", "C", "C", "C", "C", "C", "C", "C", "C", "C", "C", "C", "C", "P", "C", "C", "C", "C", "C", "C", "C", "C", "C", "C", "C", "C", "H", "H", "H", "H", "H", "H", "H", "H", "H", "H", "H", "H", "H", "H", "H", "H", "H", "H", "H", "H", "H", "H", "H", "H", "H", "H", "H", "H", "S", "S", "S", "S", "Se", "C", "N", "C", "C", "C", "C", "N", "C", "S", "N", "C", "C", "C", "C", "H", "H", "H", "H", "H", "H", "H", "H", "H", "H", "H", "H", "H", "H", "H", "H", "H", "H", "H", "H"], "xyz": [[14.969050, 13.142283, 11.844895], [14.162234, 10.634797, 12.739990], [13.586065, 11.791488, 13.480841], [14.168791, 12.090954, 15.113712], [14.184503, 11.137178, 16.108436], [14.645590, 11.502899, 17.375693], [15.111501, 12.789030, 17.610216], [15.147892, 13.721393, 16.582646], [14.699665, 13.379390, 15.307599], [14.930640, 14.442290, 13.905879], [14.836291, 16.125333, 14.357632], [13.907849, 16.532024, 15.341981], [13.827913, 17.870440, 15.698065], [14.685198, 18.794573, 15.098776], [15.609371, 18.391624, 14.146644], [15.686527, 17.073359, 13.757702], [14.836255, 15.117085, 11.000855], [13.760004, 15.946031, 11.398239], [13.464229, 17.152328, 10.779545], [14.247676, 17.613115, 9.722590], [15.304654, 16.816805, 9.290986], [15.608808, 15.604984, 9.914544], [11.822865, 11.598106, 13.550835], [11.190592, 10.851759, 14.538696], [9.815195, 10.630413, 14.431728], [9.099038, 11.151085, 13.360000], [9.756202, 11.865618, 12.362495], [11.132306, 12.096192, 12.434578], [12.001381, 13.171519, 11.276601], [10.700756, 13.738432, 10.187950], [10.166695, 15.016203, 10.338842], [9.056512, 15.384651, 9.595852], [8.484308, 14.472388, 8.721095], [9.021842, 13.196972, 8.553563], [10.132791, 12.826516, 9.289578], [13.177260, 10.395070, 9.710795], [13.914751, 9.898733, 8.622846], [13.893116, 8.528407, 8.369802], [13.157071, 7.673975, 9.173825], [12.403097, 8.187372, 10.222358], [12.407440, 9.545245, 10.501384], [13.852039, 10.128580, 15.902737], [14.654962, 10.770403, 18.177502], [15.494640, 13.076864, 18.580962], [15.570124, 14.702795, 16.747669], [13.250844, 15.814737, 15.806680], [13.121020, 18.194450, 16.442129], [14.630994, 19.840289, 15.373332], [16.265397, 19.121770, 13.681343], [16.406832, 16.781573, 13.012071], [13.124683, 15.663403, 12.224511], [12.639855, 17.744765, 11.146797], [14.024266, 18.558529, 9.246283], [15.922376, 17.153825, 8.466496], [16.431912, 15.029060, 9.523734], [11.722807, 10.477571, 15.396556], [9.296192, 10.090296, 15.218865], [8.035409, 11.003523, 13.288616], [9.189543, 12.321885, 11.573580], [10.613971, 15.726829, 11.015590], [8.647018, 16.379497, 9.691840], [7.598794, 14.762475, 8.172357], [8.582518, 12.505796, 7.847546], [10.533751, 11.820476, 9.196712], [14.510064, 10.567591, 8.001015], [14.455185, 8.117841, 7.537307], [13.135071, 6.609705, 8.952223], [11.804474, 7.529146, 10.839784], [11.823469, 9.919295, 11.331867], [12.753568, 15.095326, 8.073476], [12.581459, 14.310369, 6.378309], [13.229682, 12.557328, 6.192685], [13.314058, 12.173864, 9.942605], [16.762892, 11.810608, 13.101026], [17.695374, 13.106384, 14.005224], [18.227905, 13.931634, 14.612993], [20.078973, 9.521600, 7.991437], [18.891119, 8.545950, 7.964419], [18.112689, 8.426905, 9.268192], [17.370868, 9.679533, 9.670556], [18.319300, 10.714518, 10.136623], [18.027770, 11.987462, 10.326124], [16.400140, 12.520617, 9.896438], [18.951665, 12.821086, 10.753544], [18.772308, 14.256998, 11.042110], [19.918578, 14.764171, 11.891549], [21.215436, 15.013629, 11.129811], [21.826110, 13.777360, 10.466758], [20.683404, 9.430997, 7.086099], [20.745687, 9.316684, 8.846262], [19.754953, 10.568031, 8.050746], [19.273198, 7.562366, 7.690750], [18.199216, 8.853163, 7.171208], [18.771050, 8.108197, 10.092934], [17.369417, 7.636407, 9.172234], [16.646669, 9.478348, 10.448880], [16.849907, 10.085063, 8.804603], [19.275437, 10.406735, 10.278848], [19.871375, 12.442657, 10.954446], [17.843733, 14.406891, 11.582749], [18.682602, 14.796398, 10.094157], [20.079018, 14.061505, 12.724551], [19.594415, 15.698634, 12.346177], [21.930547, 15.451918, 11.831739], [21.022107, 15.772010, 10.364008], [21.957139, 12.968138, 11.198377], [22.805767, 13.996236, 10.052886], [21.206884, 13.414882, 9.631087]], "atomic_forces_ev_per_a": [[-1.992, 0.562, 0.619], [0.020, -0.303, 0.335], [0.502, 0.108, -0.657], [0.139, 0.106, 0.207], [-0.039, -0.042, 0.197], [0.075, -0.184, 0.017], [0.039, -0.008, -0.045], [0.036, 0.045, -0.259], [-0.479, -0.084, 0.581], [0.718, -0.894, -1.896], [-0.108, 0.650, 0.429], [0.257, 0.272, -0.257], [0.365, -0.135, -0.261], [-0.238, -0.053, 0.175], [0.168, 0.267, -0.270], [-0.248, -0.331, 0.198], [0.024, -0.673, 0.106], [-0.431, 0.282, -0.231], [0.348, -0.052, 0.025], [-0.067, -0.426, 0.307], [0.339, -0.193, 0.216], [-0.118, 0.464, 0.006], [-0.077, 0.056, -0.192], [-0.188, 0.226, -0.148], [0.033, 0.117, 0.072], [0.571, -0.104, 0.015], [0.290, 0.275, 0.303], [-0.056, -0.378, 0.479], [0.481, 0.062, -0.275], [-0.299, 0.145, -0.028], [0.073, -0.095, -0.061], [0.027, -0.157, -0.074], [-0.118, 0.067, -0.050], [0.093, 0.207, 0.027], [0.066, -0.016, 0.049], [0.150, -0.341, -0.279], [-0.011, 0.124, 0.312], [0.182, 0.200, -0.037], [-0.252, -0.092, -0.041], [-0.029, -0.041, 0.044], [0.099, 0.211, 0.003], [0.014, -0.053, 0.103], [-0.027, 0.084, -0.135], [-0.082, -0.117, 0.025], [0.029, 0.027, 0.069], [-0.098, -0.129, 0.073], [-0.142, 0.022, 0.111], [-0.023, -0.034, 0.047], [-0.068, -0.095, 0.134], [0.107, -0.168, -0.162], [0.007, -0.080, 0.031], [-0.097, 0.056, 0.006], [0.038, -0.030, -0.045], [-0.036, -0.085, 0.007], [-0.022, 0.038, 0.023], [0.082, -0.051, 0.069], [0.136, 0.020, -0.141], [-0.190, -0.028, 0.036], [-0.166, -0.051, -0.273], [0.098, 0.079, 0.150], [-0.056, 0.015, 0.030], [0.023, -0.032, -0.107], [-0.051, -0.025, 0.043], [0.026, 0.081, -0.082], [-0.237, -0.124, 0.136], [-0.032, 0.148, 0.038], [0.026, 0.189, 0.102], [0.031, -0.003, -0.051], [0.057, -0.015, -0.084], [0.055, 0.528, 0.594], [-0.319, 0.162, -0.647], [0.207, -0.592, -0.128], [0.446, -0.086, 0.165], [-0.265, 0.280, 0.049], [0.231, 0.331, 0.292], [-0.121, -0.208, -0.131], [-0.001, 0.029, 0.152], [0.315, 0.250, -0.189], [0.265, -0.274, 0.243], [0.354, 0.312, -0.330], [-0.330, -0.098, 0.047], [0.036, -0.133, -0.038], [0.069, 0.014, 0.177], [-0.231, 0.291, 0.258], [0.095, -0.162, -0.252], [0.273, -0.098, 0.075], [0.097, 0.072, -0.092], [-0.252, -0.048, 0.003], [-0.089, -0.030, 0.113], [-0.136, 0.009, -0.225], [0.070, -0.149, -0.069], [-0.099, -0.038, 0.013], [0.068, -0.108, 0.008], [-0.079, 0.053, -0.158], [-0.059, -0.059, -0.017], [-0.221, -0.004, 0.273], [-0.124, -0.035, -0.005], [-0.087, 0.072, -0.010], [-0.060, 0.081, -0.026], [-0.304, -0.189, 0.091], [0.142, 0.027, 0.045], [-0.012, 0.187, -0.180], [-0.028, 0.062, 0.084], [-0.010, -0.067, -0.123], [0.091, 0.003, 0.047], [0.043, 0.034, -0.092], [0.076, 0.017, -0.004], [0.205, 0.082, 0.174]], "spin_multiplicity": 1, "total_charge": 3, "de_lowest_kj_mol": 0.0, "e_tot_ev": -205732.668, "orbital_gap_ev": [4.7, 4.6]}


Which formula does entry 2 have? C46H48N3OP2S6SeW